Below is a 14-piece molecular cluster, C60H160B4F16N10O20 overall in a non-equilibrium geometry, with properties calculated with ωB97M-V with the def2-TZVPD basis set.

Summary:
**E_tot**: -166815.1481 eV
**Net charge**: +5
**HOMO level (alpha / beta)**: -0.365 / -0.606 Ha
**2S+1**: 2
**LUMO energy (alpha / beta)**: -7.91 / -7.91 eV

The geometry in XYZ format:
```
270
C60H160B4F16N10O20 (ωB97M-V with the def2-TZVPD basis set)
C -1.833 -6.454 -0.440
O -1.359 -5.779 0.730
C -2.114 -6.221 1.927
C -2.401 -4.938 2.848
N -3.001 -3.765 2.008
H -2.822 -3.039 2.688
H -2.363 -3.713 1.227
C -4.485 -3.969 1.477
C -4.756 -3.132 0.288
O -3.690 -3.280 -0.663
C -4.136 -2.629 -1.885
H -2.846 -6.227 -0.774
H -1.756 -7.541 -0.396
H -1.197 -6.083 -1.244
H -1.478 -6.951 2.428
H -3.052 -6.697 1.640
H -1.529 -4.514 3.347
H -3.129 -5.200 3.616
H -5.194 -3.754 2.276
H -4.516 -5.046 1.313
H -4.861 -2.084 0.568
H -5.743 -3.447 -0.049
H -4.419 -1.580 -1.796
H -4.990 -3.175 -2.287
H -3.305 -2.773 -2.576
C -1.012 11.189 0.672
O -0.861 10.716 -0.698
C -1.876 11.223 -1.588
C -3.246 10.486 -1.364
N -3.092 8.987 -1.618
H -4.092 8.846 -1.620
H -2.789 8.677 -2.530
C -2.435 8.101 -0.556
C -2.522 6.617 -0.901
O -1.999 6.489 -2.202
C -1.795 5.105 -2.559
H -0.701 12.232 0.714
H -0.134 10.717 1.112
H -2.015 11.134 1.095
H -1.504 11.032 -2.594
H -1.990 12.299 -1.453
H -4.053 10.765 -2.042
H -3.798 10.445 -0.425
H -3.123 8.203 0.284
H -1.463 8.451 -0.211
H -3.486 6.162 -0.671
H -1.792 6.226 -0.192
H -2.612 4.732 -3.176
H -1.682 4.474 -1.677
H -0.868 5.064 -3.131
C -5.637 3.791 0.821
O -6.163 4.614 1.876
C -6.365 5.958 1.480
C -6.396 6.896 2.640
N -5.205 6.849 3.584
H -4.342 7.108 3.127
H -5.232 7.537 4.323
C -5.088 5.507 4.363
C -4.200 5.717 5.587
O -4.680 7.019 6.152
C -5.155 6.779 7.449
H -5.645 2.744 1.126
H -4.603 4.102 0.676
H -6.014 3.833 -0.201
H -7.254 6.008 0.851
H -5.561 6.380 0.877
H -7.242 6.527 3.218
H -6.624 7.889 2.253
H -4.750 4.669 3.753
H -6.098 5.389 4.756
H -3.171 5.702 5.228
H -4.240 4.780 6.143
H -5.563 7.732 7.785
H -4.420 6.283 8.083
H -6.000 6.090 7.428
C 4.319 -2.555 0.551
O 4.803 -1.567 -0.347
C 3.790 -0.869 -1.092
C 4.276 -0.146 -2.378
N 4.844 -1.097 -3.449
H 4.087 -1.724 -3.683
H 5.143 -0.539 -4.236
C 6.058 -1.977 -3.117
C 7.308 -1.150 -2.789
O 7.601 -0.304 -3.900
C 8.795 0.465 -3.907
H 5.168 -3.200 0.777
H 3.617 -3.286 0.149
H 3.773 -2.051 1.348
H 3.267 -0.143 -0.469
H 2.961 -1.557 -1.256
H 5.167 0.466 -2.235
H 3.525 0.386 -2.962
H 6.127 -2.609 -4.002
H 5.737 -2.764 -2.434
H 8.161 -1.805 -2.611
H 7.117 -0.441 -1.984
H 8.782 1.444 -3.428
H 9.131 0.646 -4.928
H 9.562 -0.185 -3.484
C -2.017 3.271 1.843
O -2.083 2.890 0.439
C -2.742 1.693 0.085
C -1.913 0.859 -0.913
N -0.740 0.118 -0.200
H -0.016 0.735 0.141
H -0.968 -0.602 0.471
C 0.052 -0.767 -1.146
C -0.400 -2.260 -0.876
O -0.508 -2.569 0.549
C 0.589 -2.253 1.409
H -1.551 2.548 2.513
H -3.055 3.387 2.153
H -1.470 4.212 1.902
H -3.674 1.877 -0.450
H -3.138 1.173 0.957
H -1.543 1.552 -1.668
H -2.525 0.134 -1.450
H 1.082 -0.498 -0.911
H -0.084 -0.475 -2.188
H 0.299 -2.978 -1.303
H -1.357 -2.526 -1.326
H 0.871 -1.208 1.533
H 1.482 -2.779 1.072
H 0.312 -2.669 2.377
C 4.513 -5.732 -0.917
O 4.283 -6.165 0.420
C 2.905 -6.371 0.640
C 2.661 -6.050 2.157
N 3.574 -6.949 3.051
H 3.461 -7.915 2.777
H 4.536 -6.660 2.946
C 3.306 -6.936 4.608
C 4.371 -7.853 5.230
O 5.640 -7.513 4.547
C 6.743 -8.320 5.077
H 4.147 -4.742 -1.188
H 4.094 -6.478 -1.592
H 5.555 -5.797 -1.228
H 2.571 -7.375 0.376
H 2.188 -5.699 0.170
H 1.602 -6.204 2.366
H 2.817 -5.000 2.402
H 2.254 -7.160 4.783
H 3.398 -5.904 4.946
H 4.125 -8.913 5.171
H 4.441 -7.488 6.254
H 6.763 -8.348 6.167
H 7.717 -8.126 4.627
H 6.732 -9.380 4.821
C -2.280 -9.462 -8.545
O -2.859 -8.383 -7.736
C -4.212 -8.488 -7.430
C -4.658 -7.686 -6.192
N -3.739 -8.023 -4.980
H -3.844 -9.020 -4.858
H -2.765 -7.885 -5.208
C -4.053 -7.183 -3.742
C -3.454 -5.800 -3.744
O -2.329 -5.713 -4.620
C -1.600 -4.405 -4.572
H -1.289 -9.198 -8.914
H -2.921 -9.538 -9.424
H -2.161 -10.395 -7.993
H -4.476 -9.535 -7.288
H -4.786 -8.101 -8.273
H -5.701 -7.789 -5.890
H -4.414 -6.639 -6.369
H -3.565 -7.773 -2.966
H -5.113 -7.216 -3.489
H -3.126 -5.526 -2.742
H -4.090 -5.064 -4.237
H -1.402 -4.123 -3.538
H -2.200 -3.659 -5.094
H -0.638 -4.481 -5.079
C 6.921 1.492 4.649
O 6.088 1.304 3.540
C 6.349 2.230 2.476
C 5.392 2.155 1.198
N 3.887 2.471 1.515
H 3.849 3.386 1.941
H 3.445 2.578 0.613
C 3.282 1.540 2.565
C 2.262 2.259 3.440
O 2.546 3.592 3.917
C 3.715 3.754 4.716
H 6.568 2.316 5.270
H 7.955 1.653 4.345
H 6.888 0.538 5.175
H 7.392 2.085 2.195
H 6.377 3.209 2.953
H 5.341 1.307 0.514
H 5.596 3.078 0.655
H 4.053 0.948 3.058
H 2.687 0.788 2.047
H 2.011 1.553 4.231
H 1.285 2.300 2.959
H 3.622 3.114 5.593
H 3.759 4.801 5.017
H 4.543 3.470 4.067
C 0.465 0.778 -5.533
O 1.044 -0.284 -6.339
C 0.241 -1.372 -6.704
C 0.921 -2.099 -7.778
N 2.288 -2.713 -7.270
H 2.867 -1.908 -7.079
H 2.182 -3.150 -6.366
C 3.156 -3.684 -8.130
C 2.612 -5.168 -7.967
O 1.236 -5.314 -8.329
C 0.693 -6.682 -8.469
H 0.594 0.452 -4.501
H -0.600 0.964 -5.673
H 1.010 1.711 -5.675
H -0.751 -1.096 -7.061
H -0.024 -2.114 -5.951
H 1.086 -1.545 -8.702
H 0.318 -2.961 -8.063
H 4.198 -3.706 -7.813
H 3.172 -3.186 -9.100
H 2.701 -5.468 -6.923
H 3.185 -5.863 -8.582
H -0.385 -6.636 -8.311
H 1.230 -7.335 -7.782
H 0.981 -7.010 -9.468
C -2.250 2.761 5.420
O -1.506 3.989 5.664
C -0.288 3.755 6.366
C 0.493 5.108 6.327
N 0.295 6.021 7.571
H 0.429 5.462 8.401
H 1.042 6.699 7.532
C -0.951 6.857 7.664
C -1.142 7.658 8.968
O 0.081 8.327 9.223
C 0.344 9.492 8.436
H -2.920 3.127 4.642
H -2.868 2.359 6.223
H -1.607 1.993 4.991
H 0.368 3.098 5.794
H -0.410 3.196 7.293
H 0.332 5.791 5.493
H 1.567 4.947 6.228
H -1.826 6.214 7.568
H -0.944 7.555 6.828
H -1.281 7.007 9.831
H -1.924 8.417 8.996
H 1.423 9.634 8.376
H -0.117 10.398 8.829
H -0.003 9.308 7.419
B -2.498 -0.684 3.441
F -3.281 -1.740 3.707
F -3.264 0.485 3.621
F -1.208 -0.688 4.016
F -2.238 -0.660 2.085
B 2.459 -3.278 -4.198
F 1.691 -4.072 -4.982
F 2.673 -3.834 -2.921
F 3.617 -3.187 -4.853
F 1.923 -1.972 -4.115
B 1.820 2.622 -1.185
F 1.463 1.626 -0.275
F 1.070 2.480 -2.351
F 1.592 3.835 -0.607
F 3.133 2.368 -1.444
B -2.900 0.136 -4.431
F -2.422 1.357 -4.110
F -4.038 -0.174 -3.770
F -3.341 0.179 -5.772
F -2.004 -0.930 -4.173
```